109
Properties=species:S:1:pos:R:3:forces:R:3 method="wB97M-V/def2-TZVPD" homo_energy_ev=-5.1 e_above_lowest_kj_mol=759.9 homo_lumo_gap_ev=7.4 energy_ha=-2653.9270 lumo_ev=2.34 charge=-1
F 6.56517 -12.90992 -7.16789 1.60 0.55 0.06
H 4.89225 -16.20420 -10.87016 -0.86 -0.18 -0.10
H 9.07521 -14.78281 -5.16165 0.28 0.22 0.02
C 1.95626 -16.13365 -16.49095 -0.16 0.00 1.19
H 1.38206 -16.08858 -8.83595 -0.24 -0.33 0.53
N 4.28055 -15.85718 -12.92406 -0.15 -1.35 2.73
C 6.08829 -17.39590 -12.15268 2.93 0.66 -2.53
H 2.73985 -19.25171 -7.34233 -0.82 -0.41 -0.25
H 7.52241 -16.48233 -10.07729 0.44 -0.20 0.88
H 4.85612 -12.33129 -6.01760 0.20 -0.09 0.26
H 4.89305 -7.90335 -9.15510 0.23 0.45 0.37
C 0.42015 -14.92688 -6.61130 -0.99 -0.09 1.34
F 4.80425 -14.15730 -7.35259 -0.58 -0.90 0.74
C 6.51670 -21.23144 -4.47762 -1.63 0.23 -0.57
C 2.22179 -14.35857 -9.70870 1.14 -0.89 0.11
H 8.61654 -11.69830 -6.24534 -0.28 0.37 0.47
C 0.98656 -10.48921 -11.52760 -3.22 1.90 0.01
C 9.20387 -12.76690 -9.81680 6.30 0.57 -4.14
H 1.25813 -16.89072 -16.84812 0.12 -0.13 -0.16
H 3.73170 -20.71839 -7.19671 0.46 0.27 1.00
N 4.71123 -18.87868 -7.54740 1.71 0.23 1.10
O 2.65387 -19.61344 -10.00280 0.67 0.99 0.76
H 6.94510 -9.79921 -7.69256 0.85 -1.25 0.13
C 3.61911 -12.69107 -10.81997 1.77 0.66 1.12
H -0.48672 -14.36276 -6.39344 -0.34 -0.27 0.22
N 8.80719 -11.77297 -5.25631 -1.44 4.79 -0.92
C 3.63048 -19.76180 -7.70933 -1.08 -0.88 -1.95
H 7.71753 -12.26056 -8.80769 -0.24 1.39 0.28
C 2.53808 -20.13544 -11.27226 -0.56 -1.24 -0.63
H 0.19538 -15.98021 -6.77885 -0.25 -0.30 0.09
H 9.63563 -14.67384 -9.27326 -0.03 0.40 -0.68
H 4.39707 -12.33370 -4.35635 0.96 -0.04 -0.47
C 9.24638 -12.83966 -4.71312 1.44 -2.29 1.69
H 4.28889 -13.33360 -11.39151 -0.46 -1.01 -0.32
N 8.53678 -11.87688 -9.25681 -4.76 5.08 3.32
H 3.46424 -20.41651 -11.77359 0.56 0.44 0.08
O 10.11067 -12.44396 -10.58707 0.95 -0.45 -0.77
H 4.68297 -15.68129 -13.83357 0.22 -0.33 -0.04
O 1.97724 -11.05925 -10.79777 1.26 -1.09 -3.01
N 8.95336 -13.94068 -9.40398 -1.29 -6.33 1.90
H 4.35229 -11.91830 -10.58896 -0.02 0.29 0.72
H 2.52328 -15.69129 -17.31003 0.79 -0.81 0.10
H 1.47175 -17.30894 -14.05213 -0.38 -0.47 0.43
H 5.68772 -17.61491 -6.23402 0.47 -0.15 -0.30
H 1.68622 -15.67417 -13.80942 0.82 0.78 -0.30
H 6.19064 -17.37528 -13.23766 -0.86 -1.02 -0.32
H 5.59537 -21.81175 -4.42766 -0.08 -0.68 -0.10
H 5.04177 -18.26490 -8.27824 -0.57 -0.25 -0.08
C 5.31160 -16.20294 -11.87626 -1.30 3.05 0.23
N 6.13924 -10.36032 -7.92885 6.38 -1.10 2.20
H 6.41399 -7.92988 -8.29753 -0.33 -0.30 -0.30
C 2.67135 -11.95359 -11.74551 0.11 -1.76 2.77
C 5.18755 -9.60058 -8.28269 -3.36 -2.84 -0.90
H 2.89770 -15.03380 -10.23340 -0.56 -1.00 -0.79
C 3.30202 -16.97325 -12.95976 0.16 1.70 -2.40
C 3.48674 -20.37985 -9.15435 -0.08 1.28 1.18
H 1.35714 -15.25920 -16.23701 -0.18 -0.04 0.90
H 0.30696 -11.14827 -12.06786 0.20 -0.83 -0.09
H 7.28456 -18.25517 -10.23992 -0.19 -0.06 0.14
F 6.90138 -15.22921 -7.18628 0.05 0.44 0.77
H 1.35780 -11.72925 -4.52032 0.19 -0.12 0.58
H 2.71465 -15.27186 -7.83691 0.22 -0.75 -0.06
H 1.95915 -19.48907 -11.93192 0.06 0.19 0.26
O 4.15681 -10.21796 -8.46162 -2.56 1.83 -1.19
H 3.09967 -21.39275 -9.04342 -0.23 -0.17 -0.17
O 0.94619 -14.33756 -7.70142 0.30 -0.02 -2.09
H 0.28820 -9.94708 -10.89003 0.01 -0.13 0.77
N 3.13215 -13.22257 -9.49607 -1.12 0.28 -1.64
O 6.26641 -20.21513 -5.46053 -0.73 1.82 1.14
H 8.89253 -17.65942 -10.46960 0.11 0.53 -0.05
O 2.56515 -12.12444 -6.73928 -1.56 -0.22 -0.67
N 4.23927 -11.99175 -5.29351 4.89 -0.67 -0.21
C 1.81957 -15.16779 -8.45017 0.63 2.82 -0.68
H 8.82337 -13.66478 -6.40584 -0.10 -0.73 -0.03
H 8.09514 -14.07312 -8.88820 0.38 -0.45 -0.17
H 2.88189 -11.88981 -3.61347 -0.86 0.27 -0.24
H 4.27321 -19.93090 -4.87916 -0.39 -0.42 -0.60
H 8.71963 -10.91268 -9.49555 -0.67 -0.33 -0.07
O 2.75941 -16.68949 -15.40161 0.54 1.69 -1.07
H 5.98174 -15.35073 -11.76335 0.26 0.06 -0.47
O 7.54052 -17.11012 -11.95602 -1.40 -2.10 0.98
H 5.63186 -18.29647 -11.74190 0.85 -0.38 0.11
H 4.51114 -20.43800 -9.52223 0.15 -0.10 -0.39
H 3.77302 -17.92924 -13.18854 0.06 -0.24 -0.66
H 8.73727 -11.05180 -4.55267 -0.13 0.61 -0.91
C 4.82723 -18.28379 -6.21805 1.79 0.45 -0.91
F 6.23269 -14.27080 -9.01751 0.35 0.72 -2.39
H 3.89692 -13.70241 -9.04331 0.44 0.79 0.11
H 7.34025 -21.87013 -4.79690 -0.03 0.30 -0.11
H 4.08071 -17.50842 -6.04593 -0.95 -0.56 0.74
O 9.65535 -12.91415 -3.58312 0.33 0.21 2.69
H 1.15253 -9.68595 -12.24545 1.40 0.06 -0.45
B 6.14790 -14.13514 -7.67756 -1.39 -1.60 1.20
H 1.03512 -14.83733 -5.71581 0.50 -0.12 0.22
H 2.85910 -17.19214 -11.98816 -0.38 0.84 0.09
H 5.19658 -18.82949 -4.11546 0.97 0.58 -0.12
H 6.15027 -11.36737 -8.00515 -0.42 0.55 0.48
N 5.50396 -8.33094 -8.47388 -0.90 3.40 -0.78
C 2.96562 -12.05411 -5.61663 0.88 0.67 -1.73
C 5.11530 -19.27705 -5.10601 0.19 -2.22 0.12
H 1.35309 -14.15229 -10.33394 -0.04 0.29 0.12
H 2.01449 -21.08731 -11.18344 -0.42 -0.34 -0.26
H 2.04725 -12.71631 -12.21119 -1.12 0.26 0.18
N 2.36122 -11.83605 -4.47725 -4.84 0.34 2.88
N 9.27643 -13.86217 -5.52500 -0.18 -3.21 -3.01
H 3.23304 -11.58362 -12.60326 0.06 1.14 0.31
C 2.26411 -16.56066 -14.07074 -1.28 -2.41 0.76
C 7.84388 -17.38814 -10.59136 -0.20 0.46 -0.32
H 6.62928 -20.94268 -3.43261 0.56 0.80 -0.03